No. 1
Below is C48H71N3O4P2Ti as an isolated structure at a distorted geometry, with properties calculated with ωB97M-V with the def2-TZVPD basis set.

XYZ file:
```
129
Properties=species:S:1:pos:R:3:forces:R:3:mulliken_charge:R:1
Ti -0.4384 0.4078 -0.0467 -0.021 1.350 0.504 -0.43
C -1.0636 -4.1325 -5.5262 0.013 0.099 -0.017 -1.28
C -0.0713 -2.9809 -5.7610 0.051 -0.179 -0.131 1.99
C 1.3649 -3.5084 -5.6024 -0.077 0.064 -0.040 -1.58
C -0.2471 -2.4907 -7.2007 0.000 0.000 0.147 -2.32
C -0.3083 -1.8836 -4.7307 0.016 -0.158 0.255 -0.21
C -0.2445 -2.1902 -3.3955 -0.004 -0.102 -0.229 -0.68
C -0.4270 -1.1690 -2.4463 0.043 0.306 0.348 -0.47
N -0.3794 -1.2725 -1.1129 0.094 -0.649 -1.067 1.16
C 0.0387 -2.3697 -0.3866 0.418 -0.319 0.430 -0.41
C -0.2878 -3.7009 -0.5888 -0.093 0.164 -0.074 -1.07
C 0.3198 -4.6688 0.1955 0.082 0.032 0.059 -0.29
C 1.3328 -4.2418 1.0505 -0.084 -0.123 -0.109 -0.26
C 1.7145 -2.9107 1.2537 0.092 0.315 0.085 -0.90
C 0.9305 -1.9334 0.6229 -0.184 -0.903 -0.497 0.65
O 0.9223 -0.5870 0.7921 0.593 -0.593 0.516 -0.16
C 2.9390 -2.6222 2.1312 -0.098 0.052 0.026 2.68
C 2.4643 -2.3975 3.5778 0.027 0.012 -0.094 -1.45
C 3.7369 -1.4298 1.5696 -0.056 -0.111 -0.011 -1.73
C 3.9132 -3.8117 2.1362 -0.050 0.070 0.073 -2.17
C -0.0898 -6.1300 0.0415 0.016 -0.070 -0.037 2.15
C 0.6065 -7.0330 1.0626 -0.046 0.098 -0.116 -2.12
C -1.6075 -6.2606 0.2417 0.083 -0.001 0.023 -1.63
C 0.2837 -6.6041 -1.3721 -0.010 -0.037 0.105 -1.53
C -0.5605 0.2085 -2.8290 0.126 -0.696 -0.568 0.69
O -0.4807 1.0504 -1.7989 0.006 0.284 -0.336 -0.14
C -0.7146 0.5091 -4.1920 -0.129 0.468 0.147 -0.77
C -0.5850 -0.5449 -5.0868 -0.007 0.070 -0.044 -0.06
C -1.0267 1.9281 -4.6681 0.027 0.103 0.102 2.53
C -2.2607 2.4336 -3.8980 0.091 -0.064 -0.003 -1.44
C -1.3410 1.9915 -6.1637 0.029 -0.034 0.070 -2.39
C 0.1903 2.8278 -4.4046 -0.066 -0.071 0.019 -1.45
H -0.9377 -4.8960 -6.2950 0.023 -0.007 0.005 0.48
H -2.0911 -3.7677 -5.5759 -0.018 -0.036 0.022 0.35
H -0.9090 -4.6100 -4.5575 -0.026 0.013 0.024 0.05
H 1.5462 -4.2991 -6.3319 0.033 -0.010 0.016 0.46
H 1.5392 -3.9163 -4.6061 -0.006 -0.015 0.006 0.26
H 2.0882 -2.7092 -5.7736 0.023 -0.017 -0.001 0.36
H -0.0829 -3.3272 -7.8794 0.006 0.017 -0.032 0.45
H 0.4760 -1.7124 -7.4510 -0.036 0.025 -0.034 0.44
H -1.2573 -2.1152 -7.3741 0.016 0.034 -0.044 0.41
H -0.0135 -3.1895 -3.0595 -0.035 -0.021 -0.008 0.66
H -1.0359 -3.9641 -1.3258 0.001 0.004 -0.010 0.80
H 1.8792 -4.9942 1.5980 -0.015 0.011 -0.006 0.49
H 1.6407 -1.6879 3.6314 0.042 0.050 0.050 0.10
H 3.2808 -2.0317 4.2035 0.004 -0.005 0.011 0.38
H 2.1088 -3.3404 3.9971 -0.029 0.010 0.013 0.40
H 3.1110 -0.6013 1.2592 -0.010 0.067 0.021 0.18
H 4.3031 -1.7561 0.6948 0.005 0.025 -0.005 0.42
H 4.4472 -1.0714 2.3165 0.034 -0.024 -0.014 0.42
H 3.5476 -4.6478 2.7329 0.028 -0.024 -0.018 0.39
H 4.8565 -3.4853 2.5761 0.007 -0.033 0.026 0.49
H 4.1149 -4.1621 1.1229 0.033 0.006 0.002 0.40
H 0.3841 -6.7133 2.0821 0.048 -0.040 0.030 0.41
H 1.6875 -7.0400 0.9152 0.015 -0.018 0.058 0.37
H 0.2503 -8.0561 0.9419 0.005 -0.011 0.014 0.45
H -1.8991 -5.8758 1.2208 -0.030 -0.003 -0.002 0.36
H -1.8988 -7.3106 0.1880 -0.024 0.001 -0.016 0.45
H -2.1680 -5.7219 -0.5241 -0.008 0.016 0.005 0.30
H 1.3603 -6.5209 -1.5303 -0.005 0.006 -0.039 0.34
H -0.2263 -6.0178 -2.1391 0.006 0.004 -0.014 0.22
H -0.0022 -7.6491 -1.5045 -0.001 0.000 -0.021 0.48
H -0.6726 -0.3112 -6.1375 -0.024 -0.028 0.048 0.65
H -3.1291 1.8203 -4.1485 -0.030 0.030 0.029 0.34
H -2.4848 3.4676 -4.1648 0.024 -0.012 -0.064 0.47
H -2.1046 2.3899 -2.8216 -0.021 0.052 0.028 0.09
H -2.1753 1.3421 -6.4357 -0.014 0.016 -0.009 0.43
H -0.4722 1.7254 -6.7684 -0.026 -0.011 -0.038 0.43
H -1.6148 3.0153 -6.4202 -0.008 0.002 -0.012 0.46
H 0.5561 2.7129 -3.3882 -0.007 0.057 0.066 0.09
H -0.0791 3.8735 -4.5623 0.035 0.014 -0.005 0.48
H 1.0023 2.5752 -5.0886 0.018 0.001 0.011 0.39
C -2.1392 5.3130 0.5226 0.060 -0.253 -0.051 -1.70
P -0.7658 4.1033 0.7102 0.291 0.521 -0.104 1.25
C -0.5161 4.2517 2.5328 0.063 -0.377 0.148 -0.20
N -0.6557 5.4136 3.1204 -0.093 0.115 -0.274 -0.22
C -0.2957 5.5446 4.4151 0.146 -0.351 0.243 0.33
C -0.3895 6.7962 5.0619 -0.003 0.097 0.081 -0.44
C 0.0114 6.9125 6.3623 -0.089 0.118 -0.129 -0.59
C 0.5134 5.7990 7.0720 0.048 -0.151 0.031 -0.58
C 0.6248 4.5789 6.4693 0.021 0.076 0.120 -0.71
C 0.2251 4.4324 5.1230 -0.112 0.260 -0.228 0.22
N 0.3416 3.2340 4.5099 0.005 -0.296 -0.047 -0.02
C -0.0377 3.1138 3.2630 -0.071 0.380 -0.208 -0.32
P 0.1318 1.4112 2.5107 -0.209 0.255 1.147 1.22
C 1.7950 1.0831 3.2126 -0.165 -0.010 -0.389 -1.44
C -1.1052 0.4732 3.6368 0.072 -0.025 -0.226 1.68
C -2.4338 1.2437 3.5757 0.136 0.025 -0.023 -1.80
C -0.6537 0.3428 5.0908 0.083 -0.024 -0.062 -1.68
C -1.3003 -0.9462 3.0854 0.154 0.171 0.059 -1.46
C 0.7654 5.0868 0.1537 -0.174 -0.255 0.004 1.79
C 1.9938 4.4542 0.8153 -0.113 0.009 0.032 -1.65
C 0.8390 4.8452 -1.3542 -0.054 -0.007 0.048 -1.90
C 0.7117 6.5768 0.4640 0.013 -0.012 -0.030 -1.71
H -1.9637 6.2013 1.1239 -0.002 0.025 0.003 0.45
H -3.0518 4.8210 0.8623 -0.034 0.054 -0.032 0.43
H -2.2680 5.5832 -0.5256 0.019 -0.020 -0.003 0.38
H -0.7631 7.6416 4.4994 -0.039 -0.014 0.007 0.47
H -0.0525 7.8694 6.8631 -0.004 0.006 -0.012 0.40
H 0.8148 5.9269 8.1031 0.010 -0.028 -0.001 0.41
H 1.0113 3.7141 6.9922 0.008 -0.002 -0.011 0.47
H 1.7608 1.1448 4.2949 -0.020 0.037 0.063 0.54
H 2.4581 1.8644 2.8374 0.040 -0.026 0.005 0.54
H 2.1687 0.1224 2.8894 -0.012 -0.009 0.010 -0.10
H -2.3940 2.1426 4.1922 0.001 0.005 0.003 0.38
H -3.2434 0.6153 3.9534 0.022 -0.026 0.034 0.54
H -2.6853 1.5430 2.5585 -0.084 0.019 0.020 0.20
H -0.3386 1.2937 5.5059 0.017 0.050 0.065 0.17
H 0.1641 -0.3732 5.1927 0.011 0.009 0.013 0.31
H -1.4944 -0.0263 5.6840 -0.006 -0.050 -0.031 0.54
H -1.7553 -0.9395 2.0943 -0.029 -0.141 0.035 0.15
H -1.9573 -1.5027 3.7575 -0.057 0.002 -0.037 0.77
H -0.3539 -1.4851 3.0218 -0.054 -0.038 -0.036 -0.13
H 1.9991 3.3654 0.6862 0.042 0.023 0.006 0.03
H 2.0327 4.6785 1.8831 0.020 -0.030 0.015 0.39
H 2.9063 4.8502 0.3637 -0.006 -0.012 -0.034 0.65
H 0.9136 3.7738 -1.5413 0.044 -0.022 -0.132 0.15
H 1.7102 5.3403 -1.7907 -0.003 0.015 0.026 0.55
H -0.0533 5.2150 -1.8657 0.018 0.005 -0.024 0.39
H 0.5646 6.7597 1.5270 -0.012 0.039 0.002 0.27
H -0.0902 7.0697 -0.0866 0.000 0.024 0.010 0.35
H 1.6544 7.0449 0.1667 -0.002 -0.014 -0.029 0.48
C -3.6451 -1.9561 -0.2381 0.047 -0.304 -0.068 -0.40
O -3.5870 -0.5378 0.0180 0.218 0.025 0.120 -0.51
C -2.4057 -0.0177 0.1232 -0.503 0.249 -0.064 1.21
O -2.2488 1.1943 0.3217 -0.540 0.184 0.246 -0.81
H -4.5087 -2.3385 0.2967 0.004 0.055 0.023 0.39
H -2.7358 -2.4462 0.1091 -0.039 0.045 0.030 0.00
H -3.7723 -2.1199 -1.3072 0.000 0.083 0.012 0.31
```
Positions in Å, forces in eV/Å.

Its multiplicity is 2. The electronic energy comes out at -3868.94923 Eh. The energy above the lowest of the compared OMol25 structures with the same formula, charge and spin is 47.7 kcal per mole. Its charge is +1. For the largest force on an atom, the calculation gives 1.44 eV/A. Its expectation value of S² is 0.78.

No. 2
Below is a 2-piece molecular cluster, C5H9NO overall at a distorted geometry, with properties calculated with ωB97M-V with the def2-TZVPD basis set.

XYZ file:
```
16
Properties=species:S:1:pos:R:3:forces:R:3:mulliken_charge:R:1
C -1.2131 0.2336 1.8044 -0.102 0.020 -0.032 -1.05
C -0.0530 -0.5694 1.2049 0.092 -0.001 -0.057 -0.28
C -0.1988 -1.2280 -0.1351 -0.205 0.079 0.267 -0.47
O -0.4257 0.3582 -1.2895 -0.009 0.139 0.187 -0.45
C 0.7418 0.3150 -2.0971 0.093 -0.001 -0.188 -0.34
C 1.9835 0.3591 -1.3035 0.852 0.084 0.499 0.39
N 2.9680 0.4606 -0.7058 -0.957 -0.049 -0.591 -0.39
H -2.1381 -0.3537 1.7905 0.131 0.087 0.004 0.29
H -1.0103 0.5294 2.8400 -0.012 -0.033 -0.154 0.34
H -1.4085 1.1580 1.2426 0.035 -0.133 0.080 0.26
H 0.1267 -1.4634 1.8297 -0.018 0.031 -0.087 0.34
H 0.8899 -0.0076 1.2676 -0.122 -0.113 0.004 0.26
H -1.2720 -1.4816 -0.2513 0.153 0.040 -0.003 0.17
H -0.4249 1.1694 -0.7578 -0.010 -0.134 -0.060 0.33
H 0.7383 1.1516 -2.8050 0.030 -0.119 0.079 0.31
H 0.6962 -0.6312 -2.6344 0.048 0.102 0.053 0.28
```
Positions in Å, forces in eV/Å.

The electronic energy comes out at -325.73936 Eh. The energy above the lowest of the compared OMol25 structures with the same formula, charge and spin is 124.4 kcal per mole. For the largest force on an atom, the calculation gives 1.13 eV/A.

Q: What is the formula in the first record?
A: C48H71N3O4P2Ti